(1)
Entry from the Open Molecules 2025 dataset: a structure of composition C32H23F3MoN5O3P2SSe2 in a non-equilibrium geometry (ωB97M-V with the def2-TZVPD basis set).

Element x y z (Å)
Mo 3.1459 -1.1763 -0.1667
Se -3.1082 -3.3825 2.5987
P -2.6253 -1.6642 1.4623
C -3.4931 -1.6576 -0.1350
C -4.2590 -0.6045 -0.6209
C -4.9893 -0.7710 -1.7900
C -4.9452 -1.9732 -2.4776
C -4.1513 -3.0127 -2.0114
C -3.4334 -2.8605 -0.8391
C -2.9749 -0.1697 2.4169
C -4.2894 0.2759 2.5399
C -4.5797 1.3298 3.3922
C -3.5712 1.9114 4.1498
C -2.2699 1.4387 4.0570
C -1.9678 0.4007 3.1907
C -0.8434 -1.6245 1.0786
C 0.0949 -0.8239 0.4086
N 1.2854 -1.4873 0.5530
N 1.0843 -2.6199 1.2109
N -0.1641 -2.7080 1.5338
P 0.1943 0.6860 -0.5639
Se 2.3538 0.9267 -1.0708
C -0.3656 2.1372 0.3389
C 0.5510 3.0608 0.8375
C 0.0950 4.1662 1.5360
C -1.2677 4.3498 1.7270
C -2.1792 3.4270 1.2330
C -1.7340 2.3151 0.5403
C -0.7133 0.5042 -2.0995
C -1.5078 1.5332 -2.5979
C -2.0964 1.3878 -3.8430
C -1.8839 0.2338 -4.5803
C -1.0883 -0.7896 -4.0797
C -0.4971 -0.6594 -2.8375
H -4.3184 0.3339 -0.0835
H -5.6008 0.0424 -2.1601
H -5.5369 -2.1034 -3.3750
H -4.1049 -3.9482 -2.5538
H -2.8552 -3.6846 -0.4367
H -5.0823 -0.2199 1.9941
H -5.5987 1.6831 3.4812
H -3.8048 2.7223 4.8276
H -1.4886 1.8749 4.6662
H -0.9562 0.0165 3.1330
H 1.6105 2.9178 0.6725
H 0.8022 4.8835 1.9290
H -1.6220 5.2195 2.2644
H -3.2394 3.5658 1.3942
H -2.4442 1.5944 0.1547
H -1.6387 2.4460 -2.0320
H -2.7135 2.1839 -4.2374
H -2.3460 0.1278 -5.5531
H -0.9221 -1.6859 -4.6616
H 0.1483 -1.4418 -2.4547
F 7.3236 -1.1892 2.9021
C 7.4917 -0.0721 2.1802
F 6.8313 0.9201 2.7992
F 8.7921 0.2350 2.1856
C 6.9837 -0.2704 0.7732
C 7.8129 -0.1705 -0.3342
C 7.2901 -0.4197 -1.5972
C 5.9586 -0.7530 -1.7204
N 5.1483 -0.8228 -0.6581
C 5.6453 -0.5866 0.5749
S 4.3668 -0.6851 1.7756
H 8.8535 0.0966 -0.2109
H 7.9105 -0.3549 -2.4786
H 5.5138 -0.9641 -2.6847
O 2.9433 -4.4996 -1.9718
N 2.9918 -3.4549 -1.4167
O 2.3943 -2.3957 -1.8345
O 3.6540 -3.2398 -0.3449

Force components x, y, z for each atom (eV/Å):
-0.03 -0.61 0.33
0.06 0.49 -0.34
-0.56 -0.80 0.66
0.23 0.15 0.14
0.08 0.02 -0.04
-0.03 0.11 -0.09
0.00 0.05 -0.06
0.05 -0.03 -0.03
0.00 -0.01 -0.04
0.12 0.00 -0.26
0.05 0.06 -0.01
-0.04 0.00 0.00
0.02 0.01 -0.01
0.04 0.03 0.05
-0.04 0.02 -0.05
0.50 0.18 -0.41
0.12 -0.14 0.21
-1.22 0.22 0.18
-0.03 0.01 0.20
0.00 -0.04 0.06
-0.53 -0.19 0.30
-0.21 0.36 -0.29
0.18 -0.16 -0.15
-0.02 -0.09 -0.02
-0.04 0.01 0.03
0.04 0.01 0.01
-0.07 -0.02 -0.01
-0.02 -0.01 -0.03
0.11 0.04 0.23
0.15 0.05 0.03
-0.05 0.07 0.00
-0.09 -0.05 -0.02
0.01 -0.05 -0.02
0.00 -0.02 0.03
0.00 -0.02 -0.02
-0.02 -0.02 0.02
0.03 0.01 0.00
-0.03 0.00 0.03
-0.03 0.00 -0.01
-0.02 0.03 0.03
0.00 -0.02 0.02
0.00 -0.01 0.00
-0.01 0.00 0.00
0.00 0.04 0.02
0.01 0.05 0.06
0.00 0.01 -0.02
0.00 -0.01 0.01
-0.01 0.00 0.00
-0.01 0.01 0.02
-0.06 -0.01 -0.05
0.00 -0.02 -0.01
0.02 0.00 0.00
-0.01 0.00 0.00
-0.06 -0.05 0.01
0.02 0.13 -0.04
0.12 0.04 0.09
0.05 -0.08 -0.05
-0.07 -0.02 -0.01
-0.05 -0.07 0.02
-0.20 -0.08 0.06
0.05 0.02 -0.05
-0.04 -0.02 -0.15
1.52 0.45 -0.19
0.19 0.15 -0.24
-0.40 -0.33 -0.17
0.00 -0.03 0.04
0.00 -0.01 0.00
-0.02 0.01 0.02
0.01 0.40 0.31
-0.22 -0.73 -0.65
0.30 0.35 0.04
0.17 0.17 0.30

Summary:
2S+1 = 3
Gap between HOMO and LUMO (alpha / beta) = 4.349 / 4.803 eV
Highest occupied orbital energy (alpha / beta) = -9.68 / -9.67 eV
<S²> = 2.032
Net charge = +1
Electronic energy = -7984.04108 Eh
E_LUMO (alpha / beta) = -5.33 / -4.87 eV

=====

(2)
Entry from the Open Molecules 2025 dataset: a structure of composition C32H23F3N3O2W in a non-equilibrium geometry (ωB97M-V with the def2-TZVPD basis set).

Element x y z (Å)
W -0.8477 -1.0542 -0.2454
C 0.1547 -2.6652 -4.0766
O -0.8156 -3.5695 -3.4669
C -0.9385 -3.2495 -2.2241
N -0.1676 -2.2887 -1.7734
C 0.4917 -1.6686 -2.9362
C -0.0938 -0.2694 -3.0602
C 0.5225 0.6886 -3.8435
C -0.0097 1.9709 -3.9316
C -1.1597 2.3159 -3.2300
C -1.7829 1.3768 -2.4315
C -1.2475 0.0903 -2.3270
C -2.0435 -3.6777 -1.3697
C -2.8870 -4.7645 -1.5247
C -3.9419 -4.9087 -0.6290
C -4.1154 -3.9743 0.3880
C -3.2286 -2.9149 0.4643
N -2.2093 -2.7604 -0.4002
C -3.1317 -1.8601 1.4711
N -2.3113 -0.8697 1.2144
C -1.9524 -0.2579 2.5061
C -3.0219 -0.8549 3.4535
O -3.6038 -1.9392 2.6668
C -0.5034 -0.6404 2.7792
C 0.1881 -0.0580 3.8261
C 1.5396 -0.3259 4.0146
C 2.2254 -1.1679 3.1466
C 1.5507 -1.7669 2.1002
C 0.1944 -1.5038 1.9101
H -0.3181 -2.2099 -4.9437
H 1.0149 -3.2481 -4.3971
H 1.5685 -1.6075 -2.7833
H 1.4196 0.4398 -4.3981
H 0.4752 2.7058 -4.5613
H -1.5750 3.3103 -3.3178
H -2.6967 1.6273 -1.9082
H -1.9363 -0.6759 -1.8679
H -2.7172 -5.4768 -2.3221
H -4.6249 -5.7429 -0.7220
H -4.9219 -4.0590 1.1054
H -2.0311 0.8274 2.4546
H -3.8122 -0.1477 3.6964
H -2.6244 -1.2854 4.3690
H -0.3298 0.6138 4.5012
H 2.0585 0.1335 4.8460
H 3.2783 -1.3640 3.2953
H 2.0658 -2.4548 1.4420
H -0.3308 -2.2257 1.2132
F 5.1451 5.9330 2.2863
C 4.5510 5.9566 1.0918
F 5.4858 6.0678 0.1475
F 3.7611 7.0369 1.0344
C 3.7051 4.7153 0.8813
C 3.1240 4.0955 1.9856
C 2.2893 3.0158 1.8076
C 2.0006 2.5664 0.5050
C 2.6115 3.1915 -0.6026
C 3.4752 4.2459 -0.4089
C 1.1206 1.5032 0.2781
C 0.3508 0.5621 0.0328
H 3.3480 4.4656 2.9767
H 1.8399 2.5218 2.6583
H 2.4047 2.8189 -1.5968
H 3.9708 4.7114 -1.2501

Force components x, y, z for each atom (eV/Å):
1.87 2.62 0.47
0.44 0.26 -0.14
-0.32 -0.38 0.09
0.45 0.60 -0.15
-0.10 -0.56 -0.27
-0.04 0.22 -0.22
-0.17 -0.24 0.05
0.02 -0.03 0.01
0.00 -0.01 0.01
-0.03 0.02 0.03
-0.11 -0.03 0.13
0.05 -0.05 -0.28
-0.28 -0.10 0.14
0.13 0.03 -0.06
0.01 0.03 0.01
-0.04 0.12 0.14
0.02 -0.23 -0.22
-0.74 -0.97 -0.16
0.44 0.53 0.17
-0.45 -0.21 0.16
0.24 -0.09 0.29
0.14 0.48 0.19
-0.30 -0.41 -0.13
-0.16 -0.17 -0.12
-0.08 0.01 -0.02
-0.04 0.03 0.00
0.02 0.01 -0.01
0.02 -0.14 -0.16
-0.17 -0.04 0.29
-0.08 -0.02 0.05
-0.06 -0.10 0.09
-0.01 0.00 0.06
0.01 0.00 0.01
0.00 0.00 -0.01
0.00 0.00 -0.01
0.02 0.01 0.03
-0.22 0.16 -0.72
-0.02 0.01 -0.01
0.01 -0.01 0.01
0.01 -0.02 -0.01
-0.05 0.00 -0.04
-0.07 -0.08 -0.10
0.01 -0.08 -0.06
0.04 0.03 0.00
0.02 -0.02 0.00
-0.01 -0.03 0.02
0.01 0.02 -0.01
0.17 -0.37 0.78
-0.01 0.01 -0.09
0.06 0.08 0.00
-0.04 -0.01 0.06
0.06 -0.07 0.01
-0.12 -0.14 0.01
0.05 0.07 0.07
0.04 -0.09 0.05
0.03 0.01 -0.16
-0.10 0.04 0.00
0.04 0.03 -0.07
0.18 0.17 0.03
-0.73 -0.96 -0.22
-0.05 -0.01 0.01
-0.01 0.00 -0.01
0.00 0.05 -0.01
-0.03 0.03 0.01

Summary:
2S+1 = 3
Gap between HOMO and LUMO (alpha / beta) = 5.610 / 5.692 eV
Highest occupied orbital energy (alpha / beta) = -16.50 / -16.78 eV
<S²> = 2.089
Energy above the lowest of the compared OMol25 structures with the same formula, charge and spin = 0.00 kcal per mole
Net charge = +3
Electronic energy = -1913.61041 Eh
E_LUMO (alpha / beta) = -10.89 / -11.09 eV